1.
{"formula": "C38H19F5N2O13STa", "method": "ωB97M-V with the def2-TZVPD basis set", "total_charge": -1, "elements": ["Ta", "O", "C", "O", "C", "C", "C", "C", "C", "C", "O", "N", "O", "O", "N", "O", "O", "H", "H", "F", "C", "C", "C", "F", "C", "F", "C", "F", "C", "F", "C", "C", "C", "C", "C", "C", "C", "C", "C", "C", "H", "H", "H", "H", "H", "H", "H", "O", "C", "O", "C", "C", "C", "C", "S", "C", "C", "H", "H", "H", "H", "H", "O", "C", "O", "C", "C", "C", "C", "O", "C", "O", "C", "C", "H", "H", "H", "H", "H"], "positions_angstrom": [[0.24580, 0.29600, -0.35390], [0.66820, 0.37110, 4.22330], [0.90640, 0.22670, 3.03620], [0.03490, 0.15020, 2.11430], [2.39310, 0.10310, 2.63750], [3.35630, -0.01150, 3.61640], [4.70590, -0.14590, 3.26780], [5.09490, -0.20810, 1.93760], [4.13600, -0.10250, 0.94670], [2.77080, 0.10780, 1.27490], [1.89760, 0.32000, 0.36020], [4.49620, -0.19550, -0.43230], [5.65370, 0.00720, -0.74410], [3.62000, -0.50100, -1.22590], [5.71550, -0.26080, 4.28140], [5.38110, -0.15170, 5.44200], [6.85910, -0.46650, 3.91990], [3.05290, 0.01120, 4.65500], [6.13260, -0.33820, 1.66940], [-2.20830, 2.37850, -0.85980], [-1.27760, 3.16180, -0.27360], [-0.19270, 2.51820, 0.29250], [0.78070, 3.35060, 0.81600], [1.89440, 2.77450, 1.31300], [0.69250, 4.73880, 0.80760], [1.66520, 5.51100, 1.31190], [-0.42300, 5.33650, 0.23440], [-0.52780, 6.67190, 0.18900], [-1.41940, 4.54410, -0.32400], [-2.47350, 5.12710, -0.91730], [-3.44580, -4.09080, 0.57980], [-3.37650, -2.70460, 0.79270], [-2.19750, -2.03130, 0.62110], [-1.03000, -2.70590, 0.19410], [0.16570, -1.99840, -0.11930], [1.26290, -2.73920, -0.49020], [1.23850, -4.14500, -0.53160], [0.08750, -4.82660, -0.26460], [-1.09030, -4.12340, 0.05890], [-2.32170, -4.78790, 0.23860], [-4.38720, -4.60670, 0.70190], [-4.26030, -2.15750, 1.08610], [-2.13960, -0.96710, 0.82320], [2.18700, -2.24340, -0.76580], [2.13640, -4.68090, -0.80080], [0.06460, -5.90740, -0.28530], [-2.36470, -5.85820, 0.08250], [0.01260, -1.02520, -8.47280], [-0.85030, -0.62000, -7.51100], [-2.03590, -0.64910, -7.71000], [-0.23960, -0.13990, -6.25170], [1.08180, -0.41880, -5.88990], [1.57930, 0.02710, -4.68670], [0.77090, 0.77250, -3.82570], [1.48740, 1.33220, -2.32690], [-0.54170, 1.07500, -4.19130], [-1.04370, 0.60140, -5.38300], [0.92850, -0.85110, -8.21080], [1.71870, -1.02860, -6.51950], [2.58830, -0.20920, -4.37970], [-1.16590, 1.65470, -3.52570], [-2.06700, 0.78830, -5.67150], [-3.41510, -0.12150, -1.49970], [-2.32910, -0.43680, -1.93320], [-1.20950, -0.01430, -1.39970], [-2.19190, -1.32100, -3.13010], [-3.30980, -1.45580, -3.94720], [-3.29040, -2.23520, -5.09590], [-2.10970, -2.87590, -5.38530], [-1.81300, -3.69520, -6.43420], [-0.46860, -4.07680, -6.26260], [0.05210, -3.45960, -5.10830], [-0.98330, -2.73990, -4.56730], [-0.98910, -1.97370, -3.43180], [-4.20050, -0.91220, -3.67240], [-4.13910, -2.31120, -5.75200], [0.11910, -3.76480, -7.13950], [-0.41820, -5.17250, -6.15010], [-0.11540, -1.89580, -2.80150]], "forces_ev_per_angstrom": [[0.245, 1.073, 1.603], [0.118, -0.025, 0.285], [0.366, 0.094, 0.130], [-0.626, -0.017, -1.939], [-0.398, 0.075, -0.665], [0.463, -0.012, 0.043], [-1.126, 0.022, -1.091], [0.128, 0.010, -0.024], [-1.085, 0.287, 1.187], [1.986, -0.582, 1.849], [2.281, 0.122, 0.113], [0.150, -0.294, -1.012], [0.288, 0.106, 0.055], [0.657, -0.149, 0.043], [0.519, -0.102, 0.474], [-0.161, 0.041, 0.202], [0.233, -0.018, -0.057], [-0.044, 0.006, -0.066], [-0.020, 0.002, 0.008], [-0.279, 0.680, -0.033], [0.108, -0.167, 0.052], [-0.121, -0.481, -0.461], [-0.150, -0.309, 0.006], [0.140, 0.587, 0.207], [-0.074, -0.171, -0.033], [-0.051, -0.096, -0.006], [-0.027, -0.204, -0.105], [0.031, -0.205, 0.057], [0.042, -0.174, 0.046], [0.104, -0.095, 0.103], [0.060, -0.140, -0.022], [0.091, 0.333, 0.077], [-0.075, -0.158, 0.074], [-0.155, -0.269, 0.037], [0.165, 1.021, 0.163], [0.158, 0.494, 0.061], [-0.142, -0.354, -0.074], [0.301, 0.035, -0.113], [-0.070, 0.412, 0.048], [-0.121, 0.011, 0.071], [-0.085, -0.032, 0.002], [-0.076, 0.021, 0.040], [-0.141, -0.065, 0.017], [0.030, 0.032, 0.037], [0.122, -0.076, -0.003], [-0.022, -0.106, -0.098], [0.020, -0.075, 0.039], [0.120, -0.171, -0.262], [-0.245, 0.140, -0.040], [0.283, -0.061, -0.150], [0.120, 0.168, 0.431], [-0.353, 0.040, -0.214], [-0.037, 0.079, 0.197], [-0.264, 0.081, -0.159], [-0.449, -0.485, 1.013], [0.284, 0.014, -0.051], [0.124, -0.044, -0.393], [-0.286, 0.024, 0.009], [0.065, -0.054, 0.025], [0.046, -0.021, 0.007], [0.001, 0.064, 0.033], [-0.076, 0.036, -0.014], [0.744, 0.082, -0.063], [-2.303, -0.730, -1.050], [-1.580, -0.010, -1.027], [-0.050, -0.033, 0.132], [0.101, 0.126, 0.264], [0.249, -0.189, -0.213], [0.390, 0.172, 0.577], [-0.485, 0.308, 0.015], [0.670, -0.819, -0.640], [0.057, 0.235, 0.400], [-0.522, -0.008, -0.158], [0.005, -0.242, -0.095], [-0.081, -0.001, 0.032], [-0.158, -0.020, -0.088], [-0.155, -0.023, 0.145], [-0.005, 0.246, 0.002], [0.031, 0.010, 0.008]], "mulliken_charge": [-0.21, -0.79, -0.05, -0.34, 1.44, -0.51, -0.57, -0.29, -1.14, 0.65, 0.63, 1.01, -0.68, -0.51, 1.03, -0.63, -0.65, 0.65, 0.63, -0.25, 0.40, 0.09, 0.59, -0.24, -0.36, -0.31, 0.89, -0.32, -0.26, -0.31, -0.68, -0.71, -0.69, 1.34, -0.66, 0.41, -1.21, -1.00, 1.14, -0.86, 0.40, 0.41, 0.63, 0.30, 0.43, 0.39, 0.40, -0.53, 0.52, -0.58, 1.51, -0.84, -1.48, 0.38, -0.46, -0.25, -0.81, 0.34, 0.17, 0.48, 0.59, 0.46, -0.68, -0.03, 0.03, 0.53, -0.88, -0.93, 0.92, -0.52, -0.38, -0.57, 0.32, -0.03, 0.52, 0.47, 0.29, 0.30, 0.52]}

***

2.
{"formula": "C2H5F3N2", "method": "ωB97M-V with the def2-TZVPD basis set", "smiles": "CN(N)C(F)(F)F", "elements": ["C", "N", "N", "C", "F", "F", "F", "H", "H", "H", "H", "H"], "positions_angstrom": [[-0.97970, -0.98952, -0.05234], [-0.20095, 0.10964, 0.47028], [-0.62113, 1.36505, -0.12652], [1.40198, -0.05292, 0.00400], [1.51926, -0.08597, -1.31571], [2.08790, 0.96871, 0.47787], [1.87000, -1.17912, 0.50549], [-2.00084, -0.84015, 0.30190], [-0.98570, -1.03541, -1.14573], [-0.59174, -1.91341, 0.37001], [0.02281, 2.08060, 0.20989], [-1.52188, 1.57250, 0.30086]], "forces_ev_per_angstrom": [[-0.018, 0.128, -0.241], [4.396, 0.126, -0.287], [-0.068, -0.107, -0.377], [-4.293, 0.083, 0.767], [0.116, 0.037, -0.153], [0.020, 0.224, 0.096], [0.012, -0.138, 0.143], [-0.026, -0.145, -0.039], [-0.023, -0.012, -0.039], [-0.060, -0.034, -0.015], [-0.207, -0.176, 0.115], [0.151, 0.014, 0.031]], "mulliken_charge": [-0.83, -0.10, -0.61, 0.86, -0.25, -0.25, -0.23, 0.30, 0.32, 0.32, 0.24, 0.24]}

***

3.
{"formula": "C17H29BF8NO5", "method": "ωB97M-V with the def2-TZVPD basis set", "total_charge": 1, "elements": ["C", "C", "C", "N", "C", "C", "C", "C", "C", "O", "O", "C", "C", "B", "O", "O", "C", "C", "H", "H", "H", "H", "H", "H", "H", "H", "H", "H", "H", "H", "H", "H", "H", "H", "H", "H", "H", "H", "H", "H", "H", "H", "H", "C", "C", "C", "F", "F", "F", "F", "O", "C", "C", "F", "F", "F", "F", "H", "H", "H", "H"], "positions_angstrom": [[4.07920, -3.94633, -0.94415], [3.10622, -3.76784, -2.05335], [1.44895, -3.61154, -1.84035], [1.22669, -2.26548, -1.27742], [1.14813, -2.45400, 0.25503], [0.54185, -1.17092, 1.06387], [0.82778, -1.25270, 2.69165], [1.60295, 0.13317, 3.21590], [3.08861, 0.33401, 2.52547], [3.91462, 1.38184, 3.19895], [-0.87754, -1.02048, 0.70697], [-1.17577, -1.53930, -0.64043], [0.11340, -1.39216, -1.69747], [-0.39029, -1.38798, -3.25143], [-1.82015, -1.40099, -3.67272], [0.68476, -1.32978, -4.30444], [1.39668, -0.04200, -4.25057], [2.73527, -0.02817, -5.25324], [3.82171, -4.47912, 0.06571], [5.17823, -3.52166, -1.13659], [3.51459, -3.71457, -3.16956], [1.00868, -3.89851, -2.87401], [1.18803, -4.53463, -1.12728], [2.12706, -1.70784, -1.40338], [2.24133, -2.64199, 0.69700], [0.51444, -3.38352, 0.57488], [1.10097, -0.20663, 0.63673], [-0.13262, -1.48998, 3.33022], [1.60612, -2.14425, 2.84004], [0.90117, 1.02304, 2.86572], [1.75025, 0.12508, 4.39003], [3.67567, -0.67427, 2.36440], [2.88969, 0.76344, 1.42963], [4.40820, 1.80711, 2.41376], [-2.06381, -0.93242, -1.10414], [-1.51470, -2.67853, -0.61549], [0.47856, -0.26327, -1.53013], [-2.09461, -0.42248, -3.56983], [0.66306, 0.84337, -4.54643], [1.82016, 0.23684, -3.18293], [3.39933, 0.90468, -4.92946], [3.43079, -0.97641, -5.07898], [2.43170, 0.10568, -6.38315], [-2.82234, 4.41162, 1.57631], [-4.30107, 4.37541, 1.16014], [-5.28516, 4.08294, 2.29047], [-5.05721, 2.89455, 2.88740], [-6.55819, 4.03569, 1.81435], [-4.45140, 3.50031, 0.13009], [-4.60490, 5.60839, 0.64274], [-2.07437, 3.20716, 1.37716], [-2.21478, 2.22588, 2.40331], [-2.94081, 0.96022, 1.92890], [-4.15687, 1.24349, 1.39763], [-3.16005, 0.10500, 2.96279], [-2.79758, 2.79926, 3.48386], [-0.94853, 1.90857, 2.78986], [-2.33427, 5.14169, 0.91914], [-2.68138, 4.81758, 2.58515], [-5.24998, 4.86704, 3.05428], [-2.35648, 0.43670, 1.16747]], "forces_ev_per_angstrom": [[-2.035, 0.795, -3.205], [2.109, -0.154, 2.336], [2.914, -4.769, -1.543], [1.171, 0.495, 1.954], [0.694, -0.049, 3.555], [0.925, 0.608, -0.864], [1.290, -0.213, -0.129], [-0.068, 0.110, -0.316], [-0.750, 0.530, -1.520], [-0.348, -0.964, -2.739], [1.134, -1.097, -1.254], [0.026, -0.494, -1.052], [-3.043, 2.536, 1.148], [0.015, -0.242, -3.165], [3.375, 2.334, 1.727], [-1.916, 1.215, 2.848], [1.508, 1.403, -0.623], [-0.052, 0.399, 0.598], [0.345, 1.640, -1.906], [-2.481, -1.720, 0.378], [-0.967, 0.513, 2.674], [0.322, 1.353, 1.816], [0.097, 2.594, -1.245], [-1.130, -1.064, -0.135], [-2.325, 0.399, -1.378], [1.089, 1.712, -1.142], [-1.040, -1.894, 1.025], [1.860, 0.616, -1.559], [-1.778, 1.728, -0.202], [1.849, -1.837, 1.114], [-0.520, -0.029, -2.502], [-1.053, 1.806, 0.744], [0.327, -1.072, 2.091], [-1.037, -0.876, 2.137], [1.752, -1.113, 1.113], [0.711, 2.343, 0.096], [-0.680, -2.419, -0.324], [0.137, -2.140, -0.426], [1.522, -1.874, 0.455], [-0.915, -0.820, -1.804], [-1.562, -1.897, -0.750], [-1.787, 1.902, -0.466], [0.631, -0.495, 2.398], [0.803, 0.769, -0.254], [0.375, -0.251, -0.838], [-1.142, 0.151, 0.375], [-0.334, 0.357, -0.107], [0.371, 0.143, -0.205], [-0.100, 0.143, 0.349], [0.009, -0.256, 0.602], [-0.941, -1.225, 1.205], [0.398, 2.156, -0.011], [-0.619, -0.702, -0.428], [0.621, -0.104, -0.018], [0.401, 0.405, 0.009], [0.643, -0.847, -0.201], [-0.606, -0.289, -0.322], [-0.221, -0.286, -0.059], [-0.266, -0.263, -0.166], [0.169, 0.037, -0.122], [0.124, 0.263, 0.235]], "mulliken_charge": [-0.63, -0.32, -0.18, 0.51, -1.02, 0.65, -0.78, -0.13, -0.24, -0.51, -0.28, -0.58, -0.58, 0.76, -0.52, -0.43, -0.01, -0.94, 0.30, 0.26, 0.31, 0.34, 0.34, 0.61, 0.17, 0.30, -0.17, 0.33, 0.34, -0.05, 0.40, 0.12, 0.23, 0.36, 0.34, 0.22, 0.06, 0.36, 0.26, 0.07, 0.33, 0.23, 0.28, -0.73, 0.87, 0.09, -0.20, -0.28, -0.27, -0.33, -0.37, 0.62, 0.86, -0.22, -0.28, -0.29, -0.31, 0.42, 0.31, 0.29, -0.30]}

***

Gap between HOMO and LUMO list, top to bottom, in Ha: 0.261 0.359 0.358
Strongest force on any atom list, top to bottom, in eV/Å: 2.8 4.4 5.8
DFT total energy list, top to bottom, in eV: -95285.290 -13286.526 -52229.653